(1)
DFT (wB97M-V/def2-TZVPD) results for one molecule with the formula C23H25ClN4O3S in a non-equilibrium geometry.

```
57
Properties=species:S:1:pos:R:3:mulliken_charge:R:1
C 1.04 4.49 2.37 -1.340
C 1.49 3.13 2.86 0.842
O 1.46 2.87 4.05 -0.650
C 1.93 2.15 1.87 0.437
C 2.15 0.80 2.21 -0.311
C 1.98 0.09 3.49 -1.447
N 2.55 0.15 1.11 0.028
C 2.57 1.01 0.03 -0.830
C 2.96 0.61 -1.30 0.603
O 2.80 1.31 -2.29 -0.692
C 3.60 -0.77 -1.47 -0.866
S 2.41 -1.88 -2.30 -0.190
C 1.32 -2.15 -0.97 0.429
N 1.65 -2.26 0.29 -0.556
N 0.53 -2.45 1.00 -0.629
C -0.48 -2.48 0.17 0.595
C -1.86 -2.68 0.57 0.193
C -2.71 -3.55 -0.11 -0.192
C -4.02 -3.72 0.30 -0.873
C -4.48 -3.02 1.41 0.383
Cl -6.12 -3.21 1.91 -0.208
C -3.64 -2.17 2.11 -0.778
C -2.33 -2.01 1.70 -0.476
N -0.03 -2.30 -1.12 0.406
C -0.80 -2.02 -2.30 -1.317
C -0.70 -0.53 -2.70 0.564
C -0.98 0.42 -1.53 0.542
C -1.85 1.50 -2.17 -0.645
C -2.61 0.68 -3.21 -0.527
O -1.67 -0.26 -3.70 -0.506
C 2.19 2.28 0.48 1.651
C 2.14 3.49 -0.37 -1.999
H 1.89 5.04 1.98 0.316
H 0.61 5.04 3.20 0.391
H 0.30 4.38 1.58 0.336
H 2.91 0.14 4.07 0.258
H 1.21 0.57 4.08 0.406
H 1.74 -0.95 3.31 0.422
H 2.59 -0.86 1.04 0.496
H 3.93 -1.24 -0.55 0.386
H 4.42 -0.68 -2.18 0.555
H -2.34 -4.13 -0.94 0.579
H -4.67 -4.39 -0.22 0.428
H -4.01 -1.64 2.98 0.427
H -1.66 -1.35 2.24 0.557
H -0.44 -2.64 -3.13 0.165
H -1.85 -2.25 -2.11 0.461
H 0.29 -0.33 -3.14 0.110
H -0.07 0.83 -1.10 -0.495
H -1.54 -0.09 -0.74 0.096
H -2.51 2.00 -1.47 0.368
H -1.22 2.24 -2.67 0.299
H -2.97 1.26 -4.06 0.360
H -3.46 0.15 -2.75 0.269
H 1.11 3.84 -0.49 0.300
H 2.53 3.26 -1.36 0.413
H 2.72 4.30 0.06 0.457
```

Computed properties:
relative energy (zero: lowest compared OMol25 entry of this formula, charge and spin) = 0.3019 eV
frontier orbital gap = 8.721 eV
HOMO energy = -8.5 eV
net charge = 0
strongest force on any atom = 1.1 eV/A
DFT total energy = -2194.595859 a.u.
structure (SMILES) = CC(=O)c1c(C)[nH]c(C(=O)CSc2nnc(-c3ccc(Cl)cc3)n2C[C@@H]2CCCO2)c1C
molar mass = 473.00 g mol⁻¹

=====

(2)
DFT (wB97M-V/def2-TZVPD) results for a 2-piece molecular cluster, C23H25F3N4O2 overall in a non-equilibrium geometry.

```
57
Properties=species:S:1:pos:R:3:mulliken_charge:R:1
F -6.06 -4.61 -0.87 -0.265
C -5.83 -3.28 -1.04 0.939
F -6.30 -2.63 0.05 -0.254
F -6.51 -2.86 -2.14 -0.238
C -4.35 -3.00 -1.23 0.105
C -3.83 -1.72 -0.98 -0.652
C -2.46 -1.45 -1.13 0.011
C -1.57 -2.46 -1.54 0.606
C -0.12 -2.20 -1.65 0.664
C 0.80 -3.23 -1.38 -0.866
C 2.18 -3.00 -1.46 -0.783
C 2.67 -1.74 -1.81 0.884
C 4.16 -1.51 -1.88 -1.488
N 4.58 -0.67 -0.75 0.273
C 4.63 -1.04 0.58 -0.118
C 5.07 0.06 1.26 -0.560
N 5.31 1.11 0.38 -0.632
C 5.01 0.65 -0.81 -0.035
C 1.77 -0.71 -2.08 -0.331
C 0.39 -0.94 -2.00 -0.616
C -2.10 -3.73 -1.82 -0.701
C -3.46 -4.00 -1.67 -0.820
H -4.49 -0.92 -0.66 0.413
H -2.09 -0.46 -0.91 -0.053
H 0.46 -4.21 -1.08 0.412
H 2.86 -3.82 -1.24 0.336
H 4.41 -1.01 -2.82 0.409
H 4.71 -2.45 -1.85 0.439
H 4.35 -1.99 1.02 0.405
H 5.21 0.11 2.34 0.385
H 5.08 1.23 -1.73 0.367
H 2.13 0.27 -2.36 0.397
H -0.29 -0.12 -2.24 0.497
H -1.45 -4.53 -2.17 0.441
H -3.83 -5.00 -1.90 0.400
C -0.02 5.24 3.89 -0.988
N -0.04 4.20 2.86 -0.061
C 0.55 3.01 2.97 0.184
O 1.19 2.69 3.97 -0.683
C 0.40 1.99 1.81 0.240
C 1.34 2.28 0.63 -1.064
N -0.97 1.76 1.33 -0.112
C -1.79 2.65 0.77 0.892
C -3.19 2.17 0.46 -1.285
O -1.48 3.80 0.49 -0.733
H -0.89 5.14 4.54 0.298
H 0.89 5.16 4.49 0.331
H -0.04 6.23 3.41 0.339
H -0.55 4.38 2.00 0.227
H 0.74 1.04 2.24 0.357
H 2.37 2.33 0.99 0.489
H 1.26 1.49 -0.11 0.038
H 1.08 3.23 0.17 0.310
H -1.35 0.85 1.51 0.276
H -3.56 1.56 1.28 0.387
H -3.84 3.05 0.35 0.378
H -3.19 1.61 -0.47 0.211
```

Computed properties:
frontier orbital gap = 8.821 eV
HOMO energy = -8.9 eV
net charge = 0
strongest force on any atom = 1.2 eV/A
DFT total energy = -1560.612703 a.u.
structure (SMILES) = FC(F)(F)c1ccc(-c2ccc(Cn3ccnc3)cc2)cc1.CNC(=O)[C@H](C)NC(C)=O
molar mass = 446.47 g mol⁻¹

=====

(3)
DFT (wB97M-V/def2-TZVPD) results for one molecule with the formula C23H25FN2O5S2 in a non-equilibrium geometry.

```
58
Properties=species:S:1:pos:R:3:mulliken_charge:R:1
C 3.38 -4.51 5.58 -1.434
C 2.31 -4.20 4.55 -0.263
O 2.61 -2.95 3.96 -0.411
C 1.78 -2.43 3.03 0.762
C 2.14 -1.17 2.54 -0.639
C 1.35 -0.54 1.59 -0.139
C 0.20 -1.16 1.12 -0.932
N -0.56 -0.50 0.12 0.854
C -1.99 -0.34 0.27 -0.536
C -2.31 1.06 0.81 0.455
O -3.05 1.24 1.75 -0.706
N -1.68 2.03 0.13 0.189
C -1.76 3.43 0.47 -0.790
C -2.08 4.27 -0.76 -0.674
S -1.54 6.00 -0.55 -0.128
C 0.15 5.89 -1.30 -0.986
C 0.98 4.82 -0.71 0.409
C 1.74 4.78 0.42 -0.590
C 2.27 3.47 0.49 -0.554
C 1.80 2.81 -0.61 -0.497
O 1.01 3.63 -1.34 -0.308
S 0.06 -0.50 -1.41 1.557
O 1.49 -0.39 -1.33 -0.764
O -0.66 0.50 -2.15 -0.793
C -0.36 -2.12 -2.04 -0.207
C -1.48 -2.28 -2.84 -0.179
C -1.84 -3.56 -3.24 -0.776
C -1.07 -4.63 -2.83 0.397
F -1.42 -5.87 -3.21 -0.322
C 0.06 -4.47 -2.03 -0.794
C 0.41 -3.19 -1.64 -0.371
C -0.14 -2.41 1.59 -0.500
C 0.63 -3.04 2.55 -0.735
H 3.39 -3.73 6.34 0.331
H 3.18 -5.46 6.05 0.414
H 4.36 -4.54 5.10 0.334
H 2.29 -4.98 3.77 0.352
H 1.32 -4.16 5.02 0.372
H 3.03 -0.70 2.92 0.444
H 1.62 0.43 1.21 0.380
H -2.45 -0.45 -0.71 0.388
H -2.40 -1.08 0.95 0.400
H -1.13 1.77 -0.68 0.177
H -2.52 3.54 1.24 0.444
H -0.80 3.75 0.90 0.274
H -3.15 4.30 -0.95 0.448
H -1.57 3.88 -1.63 0.258
H 0.01 5.73 -2.37 0.342
H 0.58 6.88 -1.13 0.385
H 1.89 5.58 1.12 0.503
H 2.92 3.08 1.24 0.523
H 1.94 1.81 -0.97 0.875
H -2.04 -1.42 -3.15 0.492
H -2.70 -3.73 -3.87 0.452
H 0.63 -5.33 -1.74 0.468
H 1.28 -3.01 -1.03 0.505
H -1.03 -2.91 1.22 0.453
H 0.33 -4.02 2.91 0.390
```

Computed properties:
relative energy (zero: lowest compared OMol25 entry of this formula, charge and spin) = 0.1010 eV
frontier orbital gap = 8.712 eV
HOMO energy = -8.3 eV
net charge = 0
strongest force on any atom = 1.1 eV/A
DFT total energy = -2273.380347 a.u.
structure (SMILES) = CCOc1ccc(N(CC(=O)NCCSCc2ccco2)S(=O)(=O)c2ccc(F)cc2)cc1
molar mass = 492.59 g mol⁻¹

=====

(4)
DFT (wB97M-V/def2-TZVPD) results for one molecule with the formula C23H25FN4O3S in a non-equilibrium geometry.

```
57
Properties=species:S:1:pos:R:3:mulliken_charge:R:1
O -3.40 0.13 -3.22 -0.724
C -2.31 0.59 -3.50 0.501
N -2.07 1.79 -4.04 -0.074
C -3.09 2.78 -4.29 -0.932
C -3.00 3.91 -3.31 0.411
C -3.33 3.90 -1.99 -0.438
C -3.06 5.12 -1.34 -0.539
C -2.52 6.05 -2.17 -0.421
S -2.33 5.44 -3.77 -0.148
C -1.01 -0.20 -3.27 0.616
O 0.08 0.29 -3.50 -0.716
N -1.26 -1.44 -2.84 -0.017
C -0.24 -2.33 -2.37 -1.393
C -0.25 -2.42 -0.82 0.188
C 0.88 -3.31 -0.38 0.049
C 0.94 -4.28 0.58 -0.785
C 2.27 -4.76 0.57 -0.402
C 2.92 -4.05 -0.39 -0.740
O 2.09 -3.18 -0.97 -0.290
N -0.28 -1.08 -0.27 0.181
C 0.95 -0.31 -0.29 -1.247
C 1.84 -0.50 0.95 -0.631
N 1.06 -0.27 2.15 0.140
C 1.69 0.10 3.33 0.182
C 0.92 0.59 4.40 -0.206
C 1.52 1.02 5.57 -0.672
C 2.89 0.98 5.68 0.306
F 3.48 1.40 6.82 -0.337
C 3.68 0.51 4.64 -0.832
C 3.08 0.07 3.48 -0.144
C -0.10 -1.14 2.20 -0.404
C -0.98 -0.88 0.97 -1.084
H -1.09 2.04 -4.16 0.282
H -3.00 3.16 -5.31 0.430
H -4.05 2.27 -4.17 0.321
H -3.76 3.04 -1.50 0.476
H -3.27 5.31 -0.30 0.385
H -2.23 7.05 -1.95 0.425
H -2.23 -1.64 -2.63 0.255
H -0.40 -3.33 -2.79 0.438
H 0.71 -1.94 -2.72 0.418
H -1.18 -2.91 -0.51 0.663
H 0.14 -4.61 1.21 0.596
H 2.68 -5.53 1.20 0.477
H 3.93 -4.08 -0.74 0.516
H 1.52 -0.54 -1.18 0.358
H 0.65 0.75 -0.34 0.480
H 2.64 0.23 0.90 0.660
H 2.28 -1.51 0.96 0.251
H -0.15 0.65 4.31 0.409
H 0.92 1.40 6.38 0.416
H 4.75 0.48 4.75 0.415
H 3.70 -0.31 2.69 0.376
H -0.67 -0.96 3.11 0.555
H 0.22 -2.20 2.20 0.015
H -1.86 -1.52 1.00 0.521
H -1.31 0.16 1.00 0.462
```

Computed properties:
relative energy (zero: lowest compared OMol25 entry of this formula, charge and spin) = 2.5180 eV
frontier orbital gap = 8.240 eV
HOMO energy = -7.6 eV
net charge = 0
strongest force on any atom = 1.2 eV/A
DFT total energy = -1834.249552 a.u.
structure (SMILES) = O=C(NCc1cccs1)C(=O)NC[C@@H](c1ccco1)N1CCN(c2ccc(F)cc2)CC1
molar mass = 456.54 g mol⁻¹

=====

(5)
DFT (wB97M-V/def2-TZVPD) results for C23H25IrN6O5P as an isolated structure.

```
61
Properties=species:S:1:pos:R:3:mulliken_spin:R:1
Ir 1.48 -1.31 -0.98 0.035
C 4.50 -0.46 1.92 0.000
C 3.69 -0.85 0.75 0.000
N 2.40 -1.01 0.80 0.002
O 1.67 -0.79 1.95 0.001
C 4.32 -1.08 -0.54 -0.001
C 5.77 -0.99 -0.85 0.001
N 3.46 -1.35 -1.50 -0.008
O 3.76 -1.56 -2.70 0.000
H 3.91 -0.29 2.82 0.000
H 5.03 0.47 1.68 0.000
H 5.26 -1.22 2.12 0.000
H 1.98 -1.42 2.62 0.000
H 6.35 -0.74 0.03 0.000
H 5.94 -0.23 -1.61 0.000
H 6.13 -1.93 -1.25 0.000
N 0.99 -1.20 -3.02 0.011
N 0.58 0.14 -3.25 0.008
C 1.17 1.10 -2.41 0.011
O 1.18 2.26 -2.68 0.000
O 1.68 0.58 -1.28 0.017
H 1.88 -1.42 -3.49 -0.003
H 0.25 -1.82 -3.34 0.003
H 0.53 0.41 -4.23 0.000
N -0.45 -1.05 -0.53 0.907
P -1.47 0.07 0.14 -0.045
C -3.05 -0.13 -0.66 0.025
C -4.17 0.43 -0.05 0.005
C -5.41 0.32 -0.66 0.001
C -5.53 -0.34 -1.87 0.000
C -4.42 -0.90 -2.48 0.006
C -3.17 -0.80 -1.88 0.044
C -1.61 -0.45 1.85 0.062
C -1.89 -1.80 2.09 0.013
C -2.06 -2.24 3.39 -0.008
C -1.97 -1.34 4.44 0.012
C -1.71 0.01 4.20 0.004
C -1.53 0.45 2.90 -0.002
C -0.96 1.78 0.02 0.013
C 0.15 2.23 0.74 -0.014
C 0.54 3.55 0.62 0.002
C -0.16 4.42 -0.21 -0.001
C -1.25 3.97 -0.93 -0.001
C -1.66 2.65 -0.81 -0.010
H -4.08 0.94 0.90 0.001
H -6.28 0.75 -0.18 0.000
H -6.50 -0.43 -2.34 0.000
H -4.52 -1.42 -3.42 0.000
H -2.30 -1.24 -2.35 -0.004
H -1.99 -2.49 1.26 -0.004
H -2.29 -3.28 3.59 0.000
H -2.12 -1.68 5.46 0.000
H -1.66 0.71 5.02 0.000
H -1.34 1.50 2.72 -0.001
H 0.69 1.56 1.39 -0.004
H 1.40 3.91 1.18 0.000
H 0.16 5.45 -0.30 0.000
H -1.79 4.65 -1.57 0.000
H -2.52 2.30 -1.37 0.001
O 1.53 -4.21 -0.99 -0.031
N 1.46 -3.11 -0.88 -0.044
```

Computed properties:
relative energy (zero: lowest compared OMol25 entry of this formula, charge and spin) = 0.0000 eV
spin multiplicity = 2
frontier orbital gap (alpha / beta) = 6.167 / 6.085 eV
HOMO energy (alpha / beta) = -14.5 / -14.5 eV
net charge = +2
strongest force on any atom = 0.5 eV/A
DFT total energy = -2041.139933 a.u.
expectation value of S² = 0.762
molar mass = 688.68 g mol⁻¹

=====

(6)
DFT (wB97M-V/def2-TZVPD) results for C23H25N2ORu as an isolated structure in a non-equilibrium geometry.

```
52
Properties=species:S:1:pos:R:3:mulliken_spin:R:1
C 2.10 0.13 3.33 0.060
C 2.33 -0.53 2.05 0.026
C 2.10 0.48 1.02 0.180
H 2.73 -1.54 1.92 0.001
C 1.66 1.67 1.64 0.244
C 1.63 1.42 3.09 0.140
H 1.44 2.64 1.13 0.021
C -1.30 -1.65 3.29 0.077
C -0.11 -2.21 2.68 -0.044
C -0.39 -2.26 1.22 0.202
H 0.77 -2.67 3.13 0.000
C -1.60 -1.57 1.00 0.205
C -2.10 -1.08 2.27 0.181
H 2.50 0.38 0.01 0.033
H 1.18 2.16 3.74 -0.011
H 2.30 -0.42 4.22 0.008
H -3.03 -0.51 2.39 -0.001
H 0.20 -2.80 0.46 0.011
H -1.58 -1.70 4.33 -0.010
Ru 0.21 -0.24 2.26 3.238
C -2.39 -1.48 -0.29 0.009
C -3.79 -2.12 -0.11 0.015
C -1.65 -2.19 -1.44 0.019
H -3.70 -3.12 0.34 0.003
H -4.29 -2.24 -1.08 0.002
H -4.42 -1.50 0.54 -0.001
H -1.70 -3.28 -1.28 -0.001
H -0.59 -1.89 -1.46 -0.004
H -2.12 -1.95 -2.40 -0.001
C -2.58 0.02 -0.62 0.041
C -1.27 0.72 -0.95 -0.002
H -3.05 0.53 0.24 0.001
H -3.26 0.13 -1.48 0.000
O -0.28 0.71 -0.21 0.013
N -1.22 1.46 -2.09 0.007
C -0.25 2.52 -2.26 -0.001
H -1.86 1.24 -2.83 -0.001
C 1.16 2.00 -2.57 0.002
C 2.30 2.65 -2.09 0.000
H 2.15 3.54 -1.47 0.004
C 3.58 2.15 -2.41 -0.002
H 4.46 2.66 -2.02 -0.001
C 3.70 1.02 -3.22 -0.001
H 4.69 0.63 -3.48 0.000
C 2.55 0.37 -3.72 0.000
H 2.62 -0.51 -4.36 0.000
C 1.28 0.87 -3.40 0.001
H 0.36 0.40 -3.80 0.000
H -0.20 3.18 -1.37 0.000
H -0.60 3.12 -3.12 0.000
N -0.28 0.21 5.19 0.264
C -0.42 0.47 4.03 0.073
```

Computed properties:
relative energy (zero: lowest compared OMol25 entry of this formula, charge and spin) = 0.0000 eV
spin multiplicity = 6
frontier orbital gap (alpha / beta) = 5.758 / 7.272 eV
HOMO energy (alpha / beta) = -5.4 / -8.4 eV
net charge = 0
strongest force on any atom = 5.1 eV/A
DFT total energy = -1170.814942 a.u.
expectation value of S² = 8.786
molar mass = 446.54 g mol⁻¹

=====

(7)
DFT (wB97M-V/def2-TZVPD) results for one molecule with the formula C23H25N3O.

```
52
Properties=species:S:1:pos:R:3:mulliken_charge:R:1
C 2.83 -5.20 -1.77 -0.408
C 1.71 -4.88 -2.52 -0.573
C 0.48 -4.72 -1.91 -0.354
C 0.36 -4.88 -0.54 0.391
C -0.99 -4.73 0.13 -0.809
O -0.92 -4.35 1.49 -0.428
C -0.44 -3.12 1.81 0.536
C -0.40 -2.82 3.17 -0.773
C 0.07 -1.60 3.60 -0.615
C 0.52 -0.66 2.69 -0.598
C 0.49 -0.95 1.33 0.014
C 0.99 0.07 0.34 -1.160
N 0.56 1.41 0.70 0.274
C -0.88 1.57 0.56 -0.393
C -1.29 2.95 1.09 -1.214
N -0.58 3.99 0.38 0.096
C -1.18 4.61 -0.67 1.059
C -0.51 5.52 -1.52 -0.541
C -1.23 6.15 -2.51 -0.559
C -2.58 5.89 -2.66 -0.476
C -3.15 4.99 -1.79 -0.438
N -2.49 4.37 -0.83 -0.335
C 0.85 3.81 0.50 -1.102
C 1.25 2.44 -0.05 -0.545
C 0.01 -2.17 0.89 0.273
C 1.48 -5.21 0.21 -0.111
C 2.71 -5.36 -0.40 -0.662
H 3.79 -5.31 -2.25 0.390
H 1.79 -4.75 -3.59 0.379
H -0.39 -4.47 -2.50 0.379
H -1.61 -4.02 -0.43 0.397
H -1.50 -5.70 0.14 0.332
H -0.76 -3.56 3.87 0.443
H 0.09 -1.38 4.66 0.387
H 0.89 0.30 3.01 0.453
H 2.09 0.06 0.35 0.450
H 0.67 -0.21 -0.68 0.336
H -1.37 0.79 1.13 0.451
H -1.19 1.49 -0.50 0.256
H -2.36 3.10 0.95 0.473
H -1.03 3.01 2.15 0.321
H 0.54 5.73 -1.40 0.210
H -0.73 6.85 -3.17 0.393
H -3.17 6.37 -3.43 0.378
H -4.20 4.74 -1.84 0.378
H 1.39 4.60 -0.01 0.435
H 1.10 3.85 1.57 0.347
H 2.33 2.30 0.07 0.465
H 1.02 2.40 -1.13 0.281
H 0.00 -2.38 -0.17 0.315
H 1.39 -5.33 1.28 0.416
H 3.58 -5.60 0.19 0.387
```

Computed properties:
relative energy (zero: lowest compared OMol25 entry of this formula, charge and spin) = 0.9915 eV
frontier orbital gap = 8.549 eV
HOMO energy = -7.7 eV
net charge = 0
strongest force on any atom = 0.5 eV/A
DFT total energy = -1130.940647 a.u.
structure (SMILES) = c1ccc(COc2cccc(CN3CCN(c4ccccn4)CC3)c2)cc1
molar mass = 359.47 g mol⁻¹

=====

(8)
DFT (wB97M-V/def2-TZVPD) results for one molecule with the formula C23H25N3O3S in a non-equilibrium geometry.

```
55
Properties=species:S:1:pos:R:3:mulliken_charge:R:1
C -0.23 0.31 8.13 -1.406
C 0.32 0.38 6.71 -0.335
N 0.39 -0.93 6.09 0.325
C -0.85 -1.58 5.70 -0.584
C -1.05 -2.88 6.47 -1.240
S 1.72 -1.30 5.19 1.309
O 1.75 -2.73 5.01 -0.705
O 2.85 -0.65 5.78 -0.728
C 1.40 -0.56 3.58 0.036
C 1.55 0.81 3.43 -0.659
C 1.24 1.39 2.21 -0.674
C 0.80 0.60 1.15 0.498
C 0.46 1.29 -0.13 0.499
O -0.04 2.40 -0.14 -0.653
N 0.79 0.57 -1.24 -0.178
C 0.61 0.90 -2.59 0.981
C 1.10 0.01 -3.54 -0.797
C 0.95 0.28 -4.89 -0.618
C 0.30 1.43 -5.32 0.481
C 0.11 1.68 -6.79 -1.469
C -0.87 0.69 -7.35 0.702
C -2.19 0.66 -6.90 -0.232
C -3.05 -0.29 -7.42 -0.437
N -2.69 -1.19 -8.32 -0.617
C -1.44 -1.16 -8.74 -0.361
C -0.49 -0.26 -8.29 -0.276
C -0.19 2.31 -4.36 -0.669
C -0.04 2.05 -3.01 -0.532
C 0.65 -0.77 1.32 -0.629
C 0.94 -1.35 2.55 -0.550
H 0.37 -0.38 8.72 0.333
H -1.26 -0.04 8.13 0.312
H -0.19 1.29 8.59 0.433
H -0.28 1.07 6.10 0.291
H 1.35 0.74 6.74 0.398
H -0.80 -1.80 4.62 0.297
H -1.68 -0.90 5.87 0.440
H -0.20 -3.54 6.28 0.287
H -1.96 -3.37 6.14 0.420
H -1.10 -2.69 7.53 0.306
H 1.92 1.39 4.26 0.449
H 1.34 2.45 2.06 0.446
H 1.27 -0.31 -1.09 0.188
H 1.61 -0.89 -3.23 0.337
H 1.33 -0.42 -5.62 0.411
H 1.06 1.59 -7.31 0.423
H -0.28 2.70 -6.94 0.391
H -2.53 1.37 -6.16 0.419
H -4.08 -0.34 -7.10 0.362
H -1.18 -1.91 -9.48 0.352
H 0.52 -0.29 -8.68 0.354
H -0.70 3.21 -4.67 0.360
H -0.43 2.75 -2.28 0.501
H 0.27 -1.39 0.52 0.460
H 0.85 -2.41 2.71 0.549
```

Computed properties:
relative energy (zero: lowest compared OMol25 entry of this formula, charge and spin) = 1.2924 eV
frontier orbital gap = 8.666 eV
HOMO energy = -8.7 eV
net charge = 0
strongest force on any atom = 1.2 eV/A
DFT total energy = -1679.636722 a.u.
structure (SMILES) = CCN(CC)S(=O)(=O)c1ccc(C(=O)Nc2ccc(Cc3ccncc3)cc2)cc1
molar mass = 423.54 g mol⁻¹